Density functional theory data (ωB97M-V/def2-TZVPD) for C5H6S in the gas phase at a distorted geometry.

The LUMO energy is 0.78 eV. Its SMILES is C#CC1CSC1. For the HOMO energy, the calculation gives -0.315 Ha. The calculation puts the frontier orbital gap at 9.4 eV. The energy above the lowest of the compared OMol25 structures with the same formula, charge and spin comes out at 3.671 eV. The total charge is 0.

Last columns: bonded neighbours and bond lengths (Å).
Cartesian coordinates (Å):
1 C 0.5670 0.2495 -2.5997  C2 1.217, H7 1.236
2 C 0.5773 0.5030 -1.4096  C1 1.217, C3 1.509
3 C 0.4304 0.3890 0.0881  C2 1.509, C4 1.633, C6 1.728, H8 1.177
4 C -1.0436 0.6818 0.7270  C3 1.633, S5 1.839, H9 0.999, H10 1.086
5 S -0.7928 -0.4863 2.1244  C4 1.839, C6 1.805
6 C 0.3748 -1.1314 0.9085  C3 1.728, S5 1.805, H11 1.135, H12 1.109
7 H 1.0855 0.3363 -3.7188  C1 1.236
8 H 0.9977 1.1464 0.7877  C3 1.177
9 H -1.2453 1.5713 1.1338  C4 0.999
10 H -1.9910 0.4362 0.2571  C4 1.086
11 H 1.1785 -1.7782 1.3826  C6 1.135
12 H -0.1387 -1.9176 0.3190  C6 1.109